(1)
28
Properties=species:S:1:pos:R:3:forces:R:3 method="wB97M-V/def2-TZVPD" smiles="CCC=C=CCC(C)(C)C" gap_ev=7.20
C 1.992 2.569 3.638 0.48 -0.36 -0.51
C 0.988 1.681 2.929 -1.98 0.77 0.26
C 1.093 0.261 3.401 0.22 -1.23 -0.68
C 1.040 -0.711 2.491 -0.16 0.40 0.67
C 0.842 -1.536 1.485 -0.02 -0.09 -0.27
C 0.830 -1.109 0.037 1.35 0.80 -0.11
C -0.585 -1.012 -0.599 -0.40 -0.11 -0.29
C -1.509 -0.162 0.318 0.75 -0.28 -0.60
C -1.173 -2.435 -0.839 0.80 0.50 1.18
C -0.382 -0.367 -1.989 -0.76 0.44 -0.49
H 1.973 3.614 3.324 -0.19 -0.13 -0.13
H 3.005 2.184 3.493 -0.04 0.09 0.13
H 1.735 2.514 4.670 0.17 0.19 1.02
H -0.009 2.070 3.162 -0.13 0.28 -0.10
H 1.096 1.750 1.855 0.08 -0.18 -0.23
H 1.181 0.010 4.456 1.40 0.29 -0.11
H 0.553 -2.561 1.709 -1.35 0.31 0.03
H 1.297 -0.093 -0.068 -0.29 -0.84 0.18
H 1.402 -1.787 -0.570 0.41 -0.36 -0.52
H -1.592 -0.657 1.281 -0.17 0.02 0.13
H -2.491 -0.018 -0.112 -0.29 -0.10 -0.16
H -1.081 0.831 0.485 0.06 -0.07 0.00
H -0.421 -3.041 -1.378 -0.55 0.09 0.28
H -2.112 -2.412 -1.362 -0.30 0.16 -0.55
H -1.420 -2.867 0.145 0.35 -0.23 -0.30
H 0.259 -0.973 -2.664 -0.12 0.33 0.57
H -1.344 -0.240 -2.545 0.48 -0.29 0.57
H 0.008 0.662 -1.911 0.20 -0.40 0.03


(2)
52
Properties=species:S:1:pos:R:3:forces:R:3 method="wB97M-V/def2-TZVPD" total_charge=-2 gap_ev=7.44
Bi -0.724 0.594 0.444 0.10 0.62 -0.26
F 2.176 -0.953 -4.564 0.01 0.08 0.04
C 1.347 -0.251 -3.763 0.03 -0.16 0.16
F 2.082 0.352 -2.835 -0.10 0.05 -0.05
F 0.805 0.681 -4.525 -0.69 0.01 0.06
S 0.273 -1.633 -2.968 0.86 -0.78 0.65
O -0.630 -1.342 -1.878 -0.03 0.68 -0.82
O -0.198 -2.374 -4.095 -0.08 0.22 -0.13
N 1.575 -2.338 -2.329 -0.38 -0.15 -0.06
S 1.792 -2.114 -0.792 0.23 0.17 0.33
O 1.205 -3.088 0.087 0.00 -0.06 -0.14
O 1.726 -0.729 -0.359 0.01 -0.22 0.18
C 3.595 -2.500 -0.740 0.01 0.01 0.02
F 3.864 -3.703 -1.264 -0.01 0.00 0.02
F 4.002 -2.512 0.537 0.01 0.02 -0.03
F 4.321 -1.592 -1.394 -0.01 -0.01 -0.02
S -0.621 0.420 3.256 -0.06 -0.02 0.05
As -0.919 2.513 2.735 -0.05 -0.18 -0.06
S -2.580 2.289 1.280 0.46 -0.06 0.37
S 0.684 2.633 1.179 -0.03 -0.11 -0.09
S -1.018 3.999 4.177 0.02 0.08 0.05
C -2.018 4.654 -1.634 -0.03 0.01 0.06
C -1.598 4.255 -3.039 0.00 -0.05 -0.03
C -0.080 4.256 -3.176 0.00 -0.02 -0.01
C -2.222 5.190 -4.068 0.02 0.02 0.00
O -2.121 2.959 -3.399 0.08 0.06 0.03
P -1.987 1.571 -2.589 0.02 0.03 -0.07
O -2.234 0.493 -3.564 0.16 0.02 -0.07
O -0.732 1.630 -1.728 -0.25 -0.18 0.09
O -3.164 1.620 -1.477 -0.10 0.09 -0.22
C -4.545 1.289 -1.730 0.00 -0.07 0.00
C -5.029 1.850 -3.063 0.01 0.01 -0.02
C -4.679 -0.229 -1.698 0.01 -0.02 -0.02
C -5.308 1.931 -0.580 -0.07 -0.05 -0.01
H -1.595 5.631 -1.388 -0.03 0.02 -0.02
H -1.661 3.942 -0.894 0.03 -0.04 0.04
H -3.106 4.713 -1.558 0.01 -0.02 0.01
H 0.301 5.271 -3.031 0.01 0.00 0.00
H 0.203 3.910 -4.173 0.00 0.00 0.00
H 0.371 3.598 -2.437 -0.01 0.00 0.01
H -1.905 6.220 -3.886 0.00 0.00 0.00
H -3.311 5.140 -4.007 0.00 0.00 0.01
H -1.918 4.899 -5.075 0.00 -0.01 0.00
H -4.481 1.404 -3.892 0.00 -0.01 0.01
H -4.889 2.932 -3.096 0.00 0.00 0.01
H -6.094 1.629 -3.174 -0.01 0.01 0.00
H -4.036 -0.670 -2.458 -0.01 0.01 -0.02
H -5.717 -0.523 -1.877 0.00 0.00 0.01
H -4.372 -0.608 -0.721 -0.01 0.01 0.02
H -5.201 3.017 -0.615 0.01 0.00 0.01
H -4.911 1.585 0.375 -0.10 -0.01 -0.06
H -6.369 1.676 -0.640 -0.01 0.00 -0.03


(3)
48
Properties=species:S:1:pos:R:3:forces:R:3 method="wB97M-V/def2-TZVPD" gap_ev=10.66
C -0.635 -0.770 -2.137 0.49 -0.14 0.59
C 0.545 -1.359 -1.261 -0.59 0.11 -0.81
O 1.813 -1.238 -1.966 -0.34 0.43 0.65
C 0.359 -2.879 -0.930 -0.14 -0.22 0.49
B 0.238 -3.217 0.631 -0.25 -0.08 -0.45
O 0.611 -4.455 1.208 -1.17 1.75 1.01
B 0.316 -4.289 2.599 1.29 0.31 -0.38
O 1.069 -3.270 3.264 -1.43 0.42 -1.87
B 0.809 -2.096 2.508 -0.50 0.08 0.51
C 1.672 -0.748 2.676 -0.41 -0.49 0.67
C 0.867 0.505 3.137 1.16 0.75 -0.15
C 1.380 1.852 2.508 -0.31 -0.45 0.39
F -0.491 0.428 2.858 -0.08 -0.43 -0.02
O -0.250 -2.194 1.527 2.57 -1.12 0.09
H -1.354 -1.587 -2.320 0.20 0.63 -0.30
H -0.249 -0.308 -3.067 -0.18 -0.54 0.43
H -1.155 0.029 -1.571 0.26 -0.50 -0.37
H 0.601 -0.701 -0.369 0.00 -0.71 -0.18
H 2.384 -0.790 -1.329 0.23 -0.11 -0.46
H -0.550 -3.312 -1.417 0.50 0.41 0.25
H 1.210 -3.428 -1.390 -0.49 0.30 0.39
H -0.526 -4.917 3.151 0.23 -0.14 0.03
H 2.246 -0.547 1.746 -0.42 -0.13 0.38
H 2.406 -0.961 3.487 -0.26 0.21 -0.66
H 0.948 0.553 4.243 -0.16 0.01 -0.59
H 0.574 2.293 1.892 0.33 -0.27 0.38
H 1.606 2.546 3.340 0.11 -0.18 -0.71
H 2.248 1.698 1.839 -0.29 0.15 0.56
C -3.763 0.636 0.441 0.35 -0.13 -0.07
Cl -2.421 -0.443 0.826 -0.33 0.09 0.02
Cl -3.221 2.319 0.416 -0.08 -0.06 0.01
Cl -4.494 0.197 -1.112 -0.02 0.03 0.01
H -4.515 0.533 1.211 0.02 0.03 -0.05
C -7.555 2.564 -0.015 -0.02 0.13 0.03
Cl -6.971 1.357 1.137 -0.22 0.06 0.04
Cl -9.321 2.623 -0.011 0.11 -0.04 -0.03
Cl -6.877 4.154 0.352 -0.02 -0.11 -0.05
H -7.225 2.274 -1.006 0.01 -0.01 0.08
C 5.078 -0.391 -3.300 0.01 0.01 -0.07
Cl 6.645 -1.065 -3.759 -0.11 0.02 0.03
Cl 5.029 -0.060 -1.564 0.00 0.00 0.00
Cl 4.739 1.078 -4.224 -0.02 -0.08 0.05
H 4.310 -1.122 -3.528 0.00 0.08 0.06
C 2.371 3.689 -2.260 0.06 0.05 0.15
Cl 1.834 2.177 -1.522 -0.05 0.01 -0.08
Cl 1.288 5.016 -1.822 0.04 -0.07 -0.06
Cl 4.032 4.057 -1.782 -0.07 -0.02 -0.06
H 2.345 3.569 -3.337 0.00 -0.01 0.08


(4)
36
Properties=species:S:1:pos:R:3:forces:R:3 method="wB97M-V/def2-TZVPD" total_charge=+2 gap_ev="3.56 / 3.56"
Pt 0.256 0.024 -0.069 2.95 -1.80 -0.05
N -1.338 -1.483 3.399 0.05 0.21 0.00
C -0.794 -0.402 4.059 -0.09 -0.16 0.03
C -0.174 0.354 3.119 0.37 0.07 -0.21
N -0.317 -0.276 1.899 -0.56 0.91 0.00
C -1.045 -1.359 2.100 -0.12 -0.32 0.23
C -1.428 -2.093 0.927 -0.14 -0.31 0.26
N -1.010 -1.607 -0.227 -0.31 0.37 -0.31
C -1.598 -2.359 -1.225 0.43 0.13 -0.20
C -2.337 -3.333 -0.639 -0.07 -0.06 0.18
N -2.218 -3.153 0.723 -0.01 0.11 -0.21
H -1.874 -2.218 3.837 0.01 -0.05 0.01
H -0.893 -0.278 5.123 0.03 0.02 0.00
H 0.386 1.265 3.237 -0.01 0.00 0.00
H -1.419 -2.174 -2.270 0.00 -0.01 0.01
H -2.926 -4.131 -1.056 0.02 0.01 -0.04
H -2.671 -3.721 1.423 0.00 -0.03 0.03
C -2.568 1.021 -1.598 -0.27 -0.20 -0.16
Si -1.207 1.794 -0.654 -0.17 0.30 0.00
C -1.708 2.578 0.920 -0.17 0.17 0.28
C -0.027 2.767 -1.659 0.28 0.14 -0.19
H -3.202 1.846 -1.948 -0.01 -0.05 -0.01
H -3.190 0.366 -0.986 -0.03 0.03 -0.02
H -2.230 0.478 -2.481 -0.01 0.03 0.00
H -2.315 3.450 0.649 0.01 -0.01 0.07
H -0.866 2.944 1.509 -0.01 0.01 -0.03
H -2.326 1.927 1.539 -0.02 0.04 -0.01
H -0.606 3.638 -2.000 0.05 0.00 -0.02
H 0.331 2.246 -2.548 -0.02 0.01 0.01
H 0.828 3.145 -1.096 -0.03 0.00 0.00
B 4.835 -0.066 -1.830 -0.15 0.92 0.77
C 3.389 0.104 -1.293 2.44 0.17 -1.07
N 2.305 0.132 -0.894 -3.28 0.37 0.68
H 4.841 -0.354 -3.009 -0.09 -0.15 -0.07
H 5.663 -0.166 -0.961 -0.14 -0.82 -0.03
H 5.624 0.844 -2.285 -0.94 -0.05 0.08